## i
Density functional theory data (ωB97M-V/def2-TZVPD) for a single C7H14OS molecule.

```
! RIJCOSX wB97M-V def2-TZVPD def2/J DEFGRID3
* xyz 0 1
C -0.5293 -2.3736 2.8293
S -0.2687 -0.7443 1.7143
O 0.5395 0.2654 2.3553
C -2.0085 -0.0052 1.3938
C -1.8652 -0.1992 -0.1632
C -0.3491 -0.2552 -0.1669
C 0.5162 0.9439 -0.3655
C 2.0686 0.6790 -0.2396
C 0.3359 1.2887 -1.8907
H 0.4091 -2.6186 3.2551
H -0.8990 -3.2029 2.2130
H -2.0580 0.9900 1.7257
H -2.7414 -0.5574 1.8680
H -2.2715 -1.2233 -0.3962
H -2.3138 0.6011 -0.6945
H -0.0462 -0.9970 -0.7905
H 0.2780 1.8705 0.2378
H 2.5706 1.6659 -0.1258
H 2.5984 0.1330 -0.9638
H 2.2052 0.2105 0.7349
H 0.8931 0.5984 -2.5460
H 0.4337 2.2819 -2.1661
H -0.6462 1.0140 -2.1552
*
```

* highest occupied orbital energy: -7.82 eV
* orbital gap: 8.5 eV

Atomic partial charges in e from the Löwdin method, atoms 1 to 5:
1. C -0.149
2. S 0.898
3. O -0.435
4. C -0.177
5. C -0.172

## ii
Density functional theory data (ωB97M-V/def2-TZVPD) for a single C7H14OS molecule.

```
! RIJCOSX wB97M-V def2-TZVPD def2/J DEFGRID3
* xyz 0 1
C -3.5112 0.5717 0.9212
S -1.8383 0.3311 -0.1469
O -1.7735 1.2518 -1.2605
C -1.9543 -1.3991 -0.7472
C -0.5015 -1.7016 -0.3749
C -0.1141 -0.3654 0.2596
C 1.0274 0.3924 -0.3839
C 1.0645 1.8359 0.1116
C 2.3477 -0.3178 -0.0782
H -3.5157 1.6431 1.1318
H -3.2423 0.0373 1.8365
H -2.1807 -1.4395 -1.8072
H -2.7030 -1.9468 -0.1846
H -0.4086 -2.5404 0.3148
H 0.1059 -1.9110 -1.2558
H -0.0017 -0.4045 1.3418
H 0.8622 0.4043 -1.4666
H 1.9382 2.3484 -0.2813
H 1.1029 1.8724 1.1985
H 0.1780 2.3636 -0.2221
H 2.5678 -0.2539 0.9834
H 3.1638 0.1474 -0.6240
H 2.3017 -1.3655 -0.3570
*
```

* highest occupied orbital energy: -8.06 eV
* orbital gap: 8.8 eV

Atomic partial charges in e from the Löwdin method, atoms 1 to 5:
1. C -0.153
2. S 0.867
3. O -0.414
4. C -0.230
5. C -0.215

Least stable: i

## i
Density functional theory data (ωB97M-V/def2-TZVPD) for 2 unconnected molecules or ions with the total composition H4O2.

```
! RIJCOSX wB97M-V def2-TZVPD def2/J DEFGRID3
* xyz 0 1
O 0.5074 0.5875 -1.1720
H 0.2015 -0.1239 -0.5849
H -0.1516 0.5870 -1.8702
O -0.4478 -0.3980 1.1412
H -0.8585 -1.2997 1.0434
H 0.3316 -0.6796 1.6585
*
```

* highest occupied orbital energy: -10.79 eV
* orbital gap: 11.4 eV

Atomic partial charges in e from the Löwdin method, atoms 1 to 5:
1. O -0.082
2. H -0.016
3. H 0.025
4. O -0.073
5. H 0.080

## ii
Density functional theory data (ωB97M-V/def2-TZVPD) for 2 unconnected molecules or ions with the total composition H4O2.

```
! RIJCOSX wB97M-V def2-TZVPD def2/J DEFGRID3
* xyz 0 1
O -0.8667 1.7618 0.7659
H 0.0924 1.8607 0.8517
H -1.0066 0.8390 1.1361
O 0.8517 -1.6492 -0.9113
H 0.6591 -1.1552 -0.0458
H 0.3746 -2.4455 -0.7785
*
```

* highest occupied orbital energy: -11.73 eV
* orbital gap: 12.1 eV

Atomic partial charges in e from the Löwdin method, atoms 1 to 5:
1. O -0.086
2. H 0.029
3. H 0.058
4. O -0.070
5. H 0.066

Least stable: ii

## i
Density functional theory data (ωB97M-V/def2-TZVPD) for 2 unconnected molecules or ions with the total composition H4O2.

```
! RIJCOSX wB97M-V def2-TZVPD def2/J DEFGRID3
* xyz 0 1
O -0.1785 1.7854 -0.3701
H 0.7706 2.1199 -0.3921
H -0.0293 0.8779 -0.0555
O -0.4228 -1.4068 -0.0502
H -0.5102 -1.4324 0.9075
H 0.3702 -1.9440 -0.0396
*
```

* highest occupied orbital energy: -11.14 eV
* orbital gap: 11.8 eV

Atomic partial charges in e from the Löwdin method, atoms 1 to 5:
1. O -0.096
2. H 0.065
3. H -0.007
4. O -0.042
5. H 0.043

## ii
Density functional theory data (ωB97M-V/def2-TZVPD) for 2 unconnected molecules or ions with the total composition H4O2.

```
! RIJCOSX wB97M-V def2-TZVPD def2/J DEFGRID3
* xyz 0 1
O 1.1819 -0.0479 -0.1312
H 1.8288 -0.6901 0.0657
H 1.6985 0.7984 -0.2395
O -1.7120 -0.0678 -0.2325
H -0.8053 -0.2909 -0.0050
H -2.1918 0.2983 0.5425
*
```

* highest occupied orbital energy: -10.82 eV
* orbital gap: 11.5 eV

Atomic partial charges in e from the Löwdin method, atoms 1 to 5:
1. O -0.044
2. H 0.017
3. H 0.087
4. O -0.085
5. H -0.021

Least stable: i

## i
Density functional theory data (ωB97M-V/def2-TZVPD) for 2 unconnected molecules or ions with the total composition H4O2.

```
! RIJCOSX wB97M-V def2-TZVPD def2/J DEFGRID3
* xyz 0 1
O 1.4555 -0.1028 -0.0312
H 0.5460 0.2282 -0.2063
H 1.9080 0.6367 0.4039
O -1.3288 -0.0135 -0.0765
H -1.6137 -0.6893 0.5160
H -1.8539 0.7543 0.1480
*
```

* highest occupied orbital energy: -10.79 eV
* orbital gap: 11.5 eV

Atomic partial charges in e from the Löwdin method, atoms 1 to 5:
1. O -0.094
2. H -0.004
3. H 0.030
4. O -0.027
5. H 0.042

## ii
Density functional theory data (ωB97M-V/def2-TZVPD) for 2 unconnected molecules or ions with the total composition H4O2.

```
! RIJCOSX wB97M-V def2-TZVPD def2/J DEFGRID3
* xyz 0 1
O -0.7280 -0.9505 0.1732
H -1.6827 -0.8653 0.1266
H -0.4705 -0.5372 1.0252
O 0.8236 1.0679 -0.6585
H 1.6716 1.0758 -0.2280
H 0.3861 0.2093 -0.4385
*
```

* highest occupied orbital energy: -10.90 eV
* orbital gap: 11.6 eV

Atomic partial charges in e from the Löwdin method, atoms 1 to 5:
1. O -0.051
2. H 0.061
3. H 0.076
4. O -0.084
5. H 0.015

## iii
Density functional theory data (ωB97M-V/def2-TZVPD) for 2 unconnected molecules or ions with the total composition H4O2.

```
! RIJCOSX wB97M-V def2-TZVPD def2/J DEFGRID3
* xyz 0 1
O -1.4756 -0.2111 -0.0482
H -0.7934 0.2623 0.3934
H -1.0012 -0.5286 -0.8289
O 1.3827 0.3124 0.0658
H 1.4427 -0.3893 -0.5553
H 1.0949 -0.1548 0.8503
*
```

* highest occupied orbital energy: -11.55 eV
* orbital gap: 12.2 eV

Atomic partial charges in e from the Löwdin method, atoms 1 to 5:
1. O -0.049
2. H -0.018
3. H 0.034
4. O -0.031
5. H 0.024

## iv
Density functional theory data (ωB97M-V/def2-TZVPD) for 2 unconnected molecules or ions with the total composition H4O2.

```
! RIJCOSX wB97M-V def2-TZVPD def2/J DEFGRID3
* xyz 0 1
O 0.5147 0.9273 1.7362
H 0.7292 0.0467 2.1025
H -0.3872 0.6633 1.4589
O -0.5127 -0.6168 -2.0681
H 0.4325 -0.8871 -1.9088
H -0.7764 -0.1335 -1.3207
*
```

* highest occupied orbital energy: -11.68 eV
* orbital gap: 12.2 eV

Atomic partial charges in e from the Löwdin method, atoms 1 to 5:
1. O -0.078
2. H 0.043
3. H 0.038
4. O -0.055
5. H 0.068

Least stable: iv

## i
Density functional theory data (ωB97M-V/def2-TZVPD) for 2 unconnected molecules or ions with the total composition H4O2.

```
! RIJCOSX wB97M-V def2-TZVPD def2/J DEFGRID3
* xyz 0 1
O -1.1889 -1.3358 0.1295
H -0.3966 -1.7902 0.3567
H -0.9847 -0.8266 -0.6848
O 1.0136 1.3347 -0.2856
H 0.7292 0.5110 0.2016
H 0.8274 2.1070 0.2826
*
```

* highest occupied orbital energy: -11.66 eV
* orbital gap: 12.4 eV

Atomic partial charges in e from the Löwdin method, atoms 1 to 5:
1. O -0.054
2. H 0.012
3. H 0.051
4. O -0.092
5. H 0.038

## ii
Density functional theory data (ωB97M-V/def2-TZVPD) for 2 unconnected molecules or ions with the total composition H4O2.

```
! RIJCOSX wB97M-V def2-TZVPD def2/J DEFGRID3
* xyz 0 1
O 1.1064 -0.0548 -0.1268
H 1.9426 -0.3486 0.2564
H 1.0909 0.8852 0.0457
O -1.6630 0.0868 -0.0516
H -1.8110 -0.8109 -0.0429
H -0.6659 0.2424 -0.0809
*
```

* highest occupied orbital energy: -10.86 eV
* orbital gap: 11.5 eV

Atomic partial charges in e from the Löwdin method, atoms 1 to 5:
1. O -0.046
2. H 0.064
3. H 0.049
4. O -0.061
5. H -0.023

Least stable: ii

## i
Density functional theory data (ωB97M-V/def2-TZVPD) for 2 unconnected molecules or ions with the total composition H4O2.

```
! RIJCOSX wB97M-V def2-TZVPD def2/J DEFGRID3
* xyz 0 1
O -0.7582 -1.5073 -0.1666
H -0.5369 -2.2220 -0.7834
H -0.8300 -0.7083 -0.7084
O 0.9670 1.5494 0.2583
H 0.1221 1.0889 0.2016
H 1.0361 1.7993 1.1985
*
```

* highest occupied orbital energy: -11.56 eV
* orbital gap: 12.3 eV

Atomic partial charges in e from the Löwdin method, atoms 1 to 5:
1. O -0.064
2. H 0.044
3. H 0.027
4. O -0.065
5. H 0.010

## ii
Density functional theory data (ωB97M-V/def2-TZVPD) for 2 unconnected molecules or ions with the total composition H4O2.

```
! RIJCOSX wB97M-V def2-TZVPD def2/J DEFGRID3
* xyz 0 1
O -13.7724 -16.5548 -11.5295
H -12.9742 -16.2704 -11.0842
H -13.9819 -15.8376 -12.1278
O -14.3164 -18.5263 -10.7682
H -13.8482 -17.8325 -11.2326
H -15.2192 -18.4556 -11.0783
*
```

* highest occupied orbital energy: -9.97 eV
* orbital gap: 10.4 eV

Atomic partial charges in e from the Löwdin method, atoms 1 to 5:
1. O 0.012
2. H 0.092
3. H 0.093
4. O -0.093
5. H -0.126

## iii
Density functional theory data (ωB97M-V/def2-TZVPD) for 2 unconnected molecules or ions with the total composition H4O2.

```
! RIJCOSX wB97M-V def2-TZVPD def2/J DEFGRID3
* xyz 0 1
O -1.7835 -0.1973 -0.2498
H -1.1584 0.0717 0.4527
H -2.5567 0.3113 0.0538
O 2.2162 -0.1311 -0.1806
H 1.7257 0.7391 -0.2264
H 1.5568 -0.7936 0.1503
*
```

* highest occupied orbital energy: -11.58 eV
* orbital gap: 12.0 eV

Atomic partial charges in e from the Löwdin method, atoms 1 to 5:
1. O -0.076
2. H 0.033
3. H 0.042
4. O -0.102
5. H 0.056

Least stable: ii

## i
Density functional theory data (ωB97M-V/def2-TZVPD) for 2 unconnected molecules or ions with the total composition H4O2.

```
! RIJCOSX wB97M-V def2-TZVPD def2/J DEFGRID3
* xyz 0 1
O -1.6823 0.0175 -0.0024
H -1.0941 -0.7653 -0.0272
H -1.0433 0.7491 0.0137
O 1.5703 -0.0280 -0.1191
H 1.7999 0.7184 0.4126
H 1.2336 -0.6175 0.5730
*
```

* highest occupied orbital energy: -11.47 eV
* orbital gap: 12.0 eV

Atomic partial charges in e from the Löwdin method, atoms 1 to 5:
1. O -0.078
2. H 0.032
3. H 0.026
4. O -0.045
5. H 0.023

## ii
Density functional theory data (ωB97M-V/def2-TZVPD) for 2 unconnected molecules or ions with the total composition H4O2.

```
! RIJCOSX wB97M-V def2-TZVPD def2/J DEFGRID3
* xyz 0 1
O 1.1128 0.7182 -0.8657
H 0.3818 0.5342 -1.5537
H 1.8028 0.6342 -1.2857
O -0.8822 -0.6348 1.4303
H -1.8022 -0.7888 1.6503
H -0.6132 -0.4628 0.6243
*
```

* highest occupied orbital energy: -11.34 eV
* orbital gap: 12.1 eV

Atomic partial charges in e from the Löwdin method, atoms 1 to 5:
1. O 0.042
2. H 0.111
3. H -0.127
4. O 0.014
5. H 0.047

Least stable: ii

## i
Density functional theory data (ωB97M-V/def2-TZVPD) for a gas-phase ion, C3H8N2O2 (charge +1).

```
! RIJCOSX wB97M-V def2-TZVPD def2/J DEFGRID3
* xyz 1 2
C -0.1304 -0.9382 0.4600
N -0.8926 -0.5966 -0.6582
C -1.5227 0.6432 -1.0083
O -0.8076 1.4506 -1.8168
O -2.7142 0.6932 -0.9595
C 1.2538 -0.2202 0.3734
N 1.7124 0.2428 1.6652
H -0.5346 -0.6840 1.4446
H -0.0372 -2.0193 0.5312
H -1.3726 -1.3463 -1.1427
H -1.3529 1.5889 -2.6055
H 1.2379 0.7035 -0.2215
H 2.0151 -0.8581 -0.0874
H 1.0256 0.1708 2.4058
H 2.1199 1.1696 1.6197
*
```

* highest occupied orbital energy (alpha / beta): -15.05 / -13.74 eV
* orbital gap (alpha / beta): 11.2 / 5.0 eV

Atomic partial charges in e from the Löwdin method, atoms 1 to 5:
1. C -0.143
2. N 0.141
3. C -0.506
4. O 0.135
5. O 0.201

## ii
Density functional theory data (ωB97M-V/def2-TZVPD) for a gas-phase ion, C3H8N2O2 (charge +1).

```
! RIJCOSX wB97M-V def2-TZVPD def2/J DEFGRID3
* xyz 1 2
O 1.6728 -0.2063 1.4821
C 0.7565 0.2078 0.8394
N -0.5039 0.3104 1.2687
C -1.7056 0.2192 0.4666
O -1.6642 -0.9004 -0.4210
C 0.9528 0.5606 -0.7400
N 1.6912 -0.3707 -1.4684
H -0.6668 0.3613 2.2636
H -1.8793 1.0776 -0.1851
H -2.5606 0.0380 1.1067
H -0.9729 -1.4930 -0.1051
H 1.4434 1.5387 -0.7524
H -0.0514 0.6472 -1.1335
H 2.4423 -0.8462 -0.9735
H 1.0457 -1.1443 -1.6480
*
```

* highest occupied orbital energy (alpha / beta): -15.38 / -15.36 eV
* orbital gap (alpha / beta): 11.6 / 6.3 eV

Atomic partial charges in e from the Löwdin method, atoms 1 to 5:
1. O 0.236
2. C -0.367
3. N 0.129
4. C -0.194
5. O -0.031

Least stable: i